Below is C20H27BiN5O8S2 as an isolated structure, with properties calculated with ωB97M-V/def2-TZVPD.

Structure (XYZ):
```
63
Properties=species:S:1:pos:R:3:nbo_charge:R:1
Bi 0.19 -1.03 0.65 2.034
S 3.55 -3.31 -3.26 2.298
S -2.78 -2.25 -0.39 2.417
O 3.62 -4.72 -2.92 -0.964
O 2.10 0.43 1.88 -0.643
O 3.98 -2.93 -4.57 -0.944
O 0.99 -1.39 -1.47 -0.790
O 0.85 1.13 1.73 -0.267
O -1.65 -1.28 -0.66 -1.074
O -2.66 -3.44 -1.20 -0.977
O -2.94 -2.47 1.03 -1.019
N -1.69 -0.06 2.09 -0.705
N 1.62 -3.78 0.57 -0.425
N 0.54 1.00 0.36 -0.587
N 2.05 -2.76 -2.92 -0.824
N -2.28 1.09 1.50 -0.484
C 3.43 -1.60 -1.37 -0.156
C -0.46 3.17 -2.40 -0.188
C -4.18 -1.33 -0.96 -0.890
C 0.34 4.55 -0.61 -0.182
C -2.79 2.11 2.44 0.098
C -0.20 4.44 -1.89 -0.292
C 5.73 -2.27 -1.73 -0.201
C 0.61 3.42 0.15 -0.327
C 5.15 -0.65 -0.03 -0.217
C 1.16 -4.43 -0.26 0.373
C 2.07 -1.91 -1.92 0.648
C -1.71 2.63 3.39 -0.635
C 0.57 -5.21 -1.34 -0.747
C 6.10 -1.40 -0.70 -0.200
C -3.95 1.51 3.22 -0.617
C 3.80 -0.74 -0.36 -0.128
C -3.28 3.25 1.54 -0.609
C 4.39 -2.34 -2.03 -0.296
C -0.21 2.03 -1.66 -0.291
C 0.33 2.15 -0.37 0.235
H -1.55 1.52 0.93 0.375
H -4.30 -0.48 -0.30 0.245
H -2.46 3.62 0.92 0.226
H 1.05 3.49 1.14 0.230
H -2.12 3.42 4.02 0.206
H 6.47 -2.86 -2.26 0.223
H 7.15 -1.31 -0.43 0.206
H 5.45 0.02 0.76 0.217
H -0.42 1.05 -2.05 0.234
H -5.04 -1.99 -0.95 0.233
H -3.62 0.72 3.89 0.205
H -4.69 1.10 2.53 0.215
H -1.33 1.85 4.05 0.199
H 0.56 5.52 -0.20 0.200
H -3.65 4.07 2.15 0.203
H -3.96 -0.99 -1.97 0.243
H -0.86 3.03 2.83 0.231
H -4.07 2.90 0.89 0.214
H -0.39 -4.77 -1.60 0.285
H 0.42 -6.24 -1.00 0.241
H 1.24 -5.19 -2.20 0.293
H -4.43 2.28 3.83 0.207
H -2.40 -0.78 2.20 0.408
H -0.88 3.07 -3.40 0.206
H 3.08 -0.14 0.20 0.268
H -0.40 5.32 -2.47 0.201
H -1.23 0.14 2.98 0.362
```

- F_max (eV/A) = 0.90
- energy above the lowest of the compared OMol25 structures with the same formula, charge and spin (kJ/mol) = 43.8
- net charge = -1
- frontier orbital gap (eV) = 7.2